This record from the OMol25 dataset describes a cluster of 5 separate species, C24H36F4N2O12S in total at a distorted geometry. The level of theory is ωB97M-V/def2-TZVPD.

Its orbital gap is 6.7 eV. The value obtained for the total energy is -74714.027 eV. As for the HOMO energy: -8.7 eV. As for the LUMO energy: -0.0737 Eh.

Element x y z (Å)
S  2.77325  1.46678  -1.99445
F  5.48478  -2.26136  -2.44435
F  5.60440  -1.49277  -0.07370
F  4.14096  -4.12248  0.62253
F  3.82961  -4.62740  -1.68757
O  0.00429  5.43691  2.08650
O  -5.28212  -0.05634  -1.47458
O  -7.30716  0.67559  -2.27571
O  6.62035  5.57869  2.17336
O  -2.90614  -7.31186  -4.12105
O  6.57489  4.83844  4.34782
O  8.32691  6.04230  3.47619
O  2.20782  5.38639  2.73494
O  -4.89079  -7.55181  -5.03111
O  -6.93167  -1.48687  -2.18952
O  -4.66017  -6.09866  -3.26660
O  1.58770  4.15387  1.02586
N  3.47516  -0.12448  -1.72299
N  1.09555  1.27891  -1.45912
C  2.41947  -1.01919  -1.11780
C  5.37495  -2.63933  -0.98651
C  -1.70399  -0.67602  2.47555
C  -2.57084  -0.43842  1.10540
C  1.26086  -3.34181  -0.05947
C  2.62409  -2.57339  -0.65084
C  1.01480  -0.17492  -0.99841
C  3.98780  -3.46793  -0.73134
C  5.34306  4.97652  1.97267
C  -0.20840  -2.58881  0.08619
C  7.11865  5.42658  3.42622
C  -2.05420  -6.70914  -3.14893
C  1.89366  6.31511  3.77074
C  1.14996  5.03341  1.96175
C  -6.27686  -7.21976  -5.08519
C  -6.07583  -2.58361  -1.87525
C  -0.49238  0.41145  2.72056
C  -6.39384  -0.26762  -1.93324
C  -6.87481  2.01734  -2.05856
C  8.97396  5.96296  4.74470
C  -1.68233  -0.11890  -0.23540
C  -0.29810  -0.99897  -0.37081
C  -4.19935  -6.90534  -4.05895
C  0.57427  3.69264  0.13446
H  1.16323  5.88681  4.46472
H  -2.46237  -0.53114  3.38598
H  -6.73057  -7.79398  -5.89762
H  -6.41050  -6.15462  -5.29998
H  5.39774  3.89430  2.12876
H  1.03571  2.99553  -0.57033
H  2.81216  6.52625  4.32537
H  1.52326  7.25443  3.34777
H  -0.20891  3.15956  0.68309
H  1.31760  -4.48698  0.26752
H  -5.99173  2.24133  -2.66560
H  -1.18168  -3.08659  0.50442
H  -1.48447  1.04996  -0.36139
H  -2.35974  -0.43357  -1.16651
H  9.17379  4.92016  5.01155
H  9.93028  6.48801  4.66971
H  -0.73944  1.49714  2.35351
H  -1.34350  -1.81016  2.55016
H  -5.16086  -2.54351  -2.47495
H  -1.04536  -7.10657  -3.29080
H  0.46767  -0.03808  2.17410
H  8.37181  6.45293  5.51656
H  5.04177  5.15986  0.93766
H  -5.83954  -2.59488  -0.80632
H  -6.67041  2.18996  -0.99697
H  -3.20819  -1.42783  0.92292
H  -0.23841  0.36129  3.88479
H  4.59576  5.42706  2.63377
H  -2.38457  -6.96206  -2.13628
H  -6.60702  -3.50768  -2.11972
H  0.15112  4.52718  -0.43386
H  -3.37464  0.42983  1.25542
H  6.28547  -3.39082  -0.80868
H  -7.68264  2.68682  -2.36649
H  -6.77600  -7.49305  -4.14992
H  -2.01907  -5.62364  -3.28633